(1)
DFT (ωB97M-V/def2-TZVPD) results for C39H55AsF6Ge2N3O2PS4SiY as an isolated structure at a distorted geometry.

Summary:
- Relative energy (zero: lowest compared OMol25 entry of this formula, charge and spin): 22.9 kJ/mol
- HOMO: -0.21089 Eh
- Net charge: -1
- Multiplicity: 1
- Orbital gap: 0.29462 Ha
- E_LUMO: 2.28 eV

```
115
Properties=species:S:1:pos:R:3:forces:R:3
Y -0.8812 0.5002 0.0400 -0.35 0.53 0.90
C -1.6613 6.4360 3.0352 0.00 -0.02 -0.01
C -2.7684 5.4380 2.7612 0.02 0.06 -0.01
O -2.4875 4.6831 1.5849 -0.02 -0.06 0.01
P -1.7366 3.2280 1.8074 -0.17 0.10 -0.03
S -3.0674 1.9023 0.9123 0.04 0.10 -0.13
S 1.4155 1.0580 1.2301 0.26 -0.12 -0.37
O -0.7362 3.2693 0.4838 0.04 -0.19 -0.02
C 0.3522 4.2138 0.5306 -0.04 0.04 -0.02
C 1.1445 4.1393 -0.7520 -0.02 0.01 -0.01
H -1.9029 7.0562 3.9010 0.00 0.00 0.00
H -1.5165 7.0842 2.1698 0.00 0.01 0.01
H -0.7227 5.9138 3.2307 0.01 0.01 0.01
H -3.7178 5.9455 2.5838 0.00 0.00 0.00
H -2.9061 4.7723 3.6197 0.02 -0.01 0.01
H 0.9816 3.9923 1.3942 0.05 -0.05 0.06
H -0.0842 5.2083 0.6532 0.00 0.00 0.02
H 1.6077 3.1606 -0.8624 0.01 0.00 0.00
H 1.9338 4.8936 -0.7262 0.00 0.00 0.00
H 0.5046 4.3301 -1.6138 0.01 -0.01 0.01
C 1.8181 -1.1352 -5.3468 -0.02 -0.02 -0.02
C 1.8969 -0.8057 -3.8581 -0.06 -0.01 0.07
Ge 0.9630 -2.0814 -2.6674 0.22 -0.14 -0.13
C -0.9612 -2.3991 -2.9723 0.07 0.01 0.08
C -1.2415 -2.7929 -4.4225 0.02 -0.01 -0.01
C 1.9095 -3.8006 -2.9004 -0.10 0.05 -0.10
C 2.7266 -3.9802 -1.8473 -0.11 0.16 -0.01
Ge 2.3049 -2.4642 -0.6194 -0.16 -0.03 -0.06
C 3.9358 -1.3809 -0.3645 -0.03 -0.15 -0.01
C 5.0249 -2.1003 0.4342 -0.01 0.01 -0.01
C 1.2857 -2.9998 0.9867 0.06 -0.01 -0.02
C 1.7544 -4.2403 1.7449 -0.04 0.01 -0.04
C 3.7331 -5.0525 -1.7573 0.15 -0.14 0.08
C 4.1621 -5.5378 -0.5209 0.03 -0.02 -0.05
C 5.1008 -6.5556 -0.4345 -0.01 0.02 0.01
C 5.6473 -7.1010 -1.5866 0.00 0.00 -0.02
C 5.2515 -6.6118 -2.8252 0.01 0.00 0.01
C 4.3115 -5.5974 -2.9087 -0.02 -0.01 0.04
H 2.4965 -0.5049 -5.9276 0.00 0.00 -0.01
H 0.8121 -0.9747 -5.7353 0.01 0.00 0.01
H 2.0879 -2.1771 -5.5413 0.00 0.02 -0.01
H 1.5426 0.2073 -3.6741 -0.03 0.03 0.04
H 2.9368 -0.8431 -3.5187 -0.01 -0.01 -0.02
H -1.5840 -1.5553 -2.6890 0.04 0.04 0.02
H -1.2200 -3.2178 -2.2972 -0.01 -0.01 0.01
H -1.1171 -1.9413 -5.0912 0.00 -0.01 0.00
H -2.2681 -3.1504 -4.5329 0.00 0.00 0.00
H -0.5759 -3.5906 -4.7641 -0.01 0.01 0.00
H 1.8792 -4.5041 -3.7351 0.04 0.00 0.00
H 3.6684 -0.4371 0.1017 -0.08 0.11 0.07
H 4.3021 -1.1475 -1.3688 -0.03 -0.01 0.02
H 4.6663 -2.4017 1.4211 0.03 -0.01 -0.01
H 5.8924 -1.4545 0.5936 0.00 -0.01 -0.01
H 5.3687 -3.0008 -0.0782 0.00 0.00 0.01
H 0.2609 -3.1555 0.6413 0.00 0.00 -0.02
H 1.2402 -2.1429 1.6594 0.00 0.08 0.02
H 1.7122 -5.1313 1.1153 -0.02 0.01 0.00
H 1.1164 -4.4149 2.6149 0.01 0.01 -0.03
H 2.7796 -4.1369 2.1111 -0.01 -0.01 -0.01
H 3.7505 -5.1119 0.3842 0.02 -0.01 -0.03
H 5.4093 -6.9192 0.5381 0.00 0.00 0.00
H 6.3853 -7.8906 -1.5210 0.00 0.00 0.00
H 5.6867 -7.0157 -3.7312 0.00 0.00 0.00
H 4.0286 -5.2042 -3.8771 -0.01 0.00 0.00
S -3.8189 -3.5349 0.1877 -0.21 -0.15 0.04
C -2.7382 -2.3544 0.0672 0.27 0.11 -0.05
N -1.9315 -1.5028 -0.0170 -0.01 0.08 -0.15
C 3.0404 4.9844 5.0456 -0.01 -0.01 -0.01
C 4.1928 4.3184 4.6553 0.01 0.00 0.01
C 4.0991 3.1005 3.9930 0.00 0.00 0.01
C 2.8603 2.5309 3.7006 0.02 -0.04 0.00
C 1.7099 3.2207 4.0934 -0.05 -0.02 -0.03
C 1.7966 4.4316 4.7651 0.02 0.00 0.00
Si 2.7452 0.8695 2.8283 -0.14 -0.02 0.14
C 2.3073 -0.4552 4.0821 0.04 0.03 -0.04
C 2.7353 -1.7662 3.8746 -0.02 0.01 0.03
C 2.3678 -2.7899 4.7358 0.01 0.00 0.07
C 1.5674 -2.5114 5.8346 0.01 0.02 -0.02
C 1.1465 -1.2097 6.0685 0.01 -0.01 0.01
C 1.5130 -0.1949 5.1986 0.02 0.06 0.05
H 3.1090 5.9333 5.5634 0.00 0.00 0.00
H 5.1652 4.7478 4.8642 0.00 0.00 0.00
H 5.0070 2.5884 3.6917 0.00 0.01 0.01
H 0.7313 2.8114 3.8552 0.02 0.02 -0.01
H 0.8939 4.9494 5.0669 -0.01 -0.01 -0.01
H 4.1027 0.5385 2.3308 0.07 0.00 -0.03
H 3.3562 -1.9945 3.0156 0.00 0.00 0.00
H 2.6975 -3.8042 4.5447 0.00 0.03 0.03
H 1.2680 -3.3081 6.5044 0.00 0.00 0.00
H 0.5144 -0.9892 6.9200 0.00 0.00 0.00
H 1.1591 0.8135 5.3848 0.01 -0.04 0.00
F -0.1248 1.5673 -1.9083 0.09 -0.10 -0.05
As -1.4938 1.8652 -3.0922 0.09 -0.13 -0.12
F -1.9771 3.1942 -2.1437 -0.01 0.05 0.07
F -0.4701 2.8625 -4.0323 0.02 0.01 -0.01
F -2.8686 1.9945 -4.0943 -0.01 0.00 -0.01
F -0.9516 0.4770 -3.9553 0.00 0.01 0.03
F -2.3238 0.7683 -1.9518 -0.01 -0.06 -0.07
C -5.8941 -0.5279 1.8952 -0.02 0.00 0.00
C -4.8382 -1.1639 2.7325 0.08 -0.02 0.04
C -5.0147 -2.2366 3.5595 0.02 -0.02 0.02
C -3.8815 -2.7364 4.2309 -0.04 0.06 -0.05
N -2.6738 -2.2285 4.0893 -0.04 -0.06 0.04
C -2.5034 -1.1823 3.2548 -0.23 0.03 -0.07
S -1.0023 -0.4903 2.9594 0.29 0.10 -0.29
N -3.5990 -0.6540 2.6301 -0.03 -0.42 0.30
C -4.0150 -3.9278 5.1294 0.01 0.00 0.00
H -6.8837 -0.8433 2.2174 0.00 0.00 0.00
H -5.7453 -0.8382 0.8586 -0.01 0.01 -0.01
H -5.8187 0.5597 1.9360 0.00 -0.03 -0.02
H -5.9846 -2.6982 3.6707 0.00 0.00 0.00
H -3.4323 0.1943 2.0723 0.02 0.16 -0.12
H -4.8924 -3.8407 5.7711 0.00 0.00 0.00
H -3.1175 -4.0365 5.7328 0.00 0.00 0.00
H -4.1372 -4.8246 4.5178 0.01 0.00 0.00
```
Positions in Å, forces in eV/Å.

Results of the Mulliken charge analysis, in e, for atoms 1 through 8:
1 Y 0.559
2 C -0.845
3 C -0.337
4 O -0.368
5 P 0.677
6 S -0.704
7 S 0.238
8 O 0.166

=====

(2)
DFT (ωB97M-V/def2-TZVPD) results for a 5-piece molecular cluster, C39H55NO10PS3 overall at a distorted geometry.

Summary:
- HOMO: -0.35494 Eh
- Net charge: +1
- Multiplicity: 1
- Orbital gap: 0.25449 Ha
- E_LUMO: -2.73 eV

```
109
Properties=species:S:1:pos:R:3:forces:R:3
S 1.7363 -2.2703 1.2504 -0.64 1.26 0.12
C 0.9802 -0.8531 1.5854 0.58 -0.64 -0.69
S -0.7503 -0.4606 1.0686 1.06 0.13 0.08
C -1.1172 -1.3658 -0.4949 -0.37 -0.74 0.11
C -2.4027 -2.2878 -0.1996 0.00 1.00 0.45
C -3.6332 -1.8717 -1.1359 0.63 -0.80 0.79
P -4.6380 -0.5766 -0.2034 0.89 -0.01 -0.63
C -3.8072 1.0954 -0.1417 -0.41 0.66 -0.14
C -4.8127 2.3077 -0.4021 0.33 0.16 0.29
C -3.9725 3.6377 -0.1215 0.36 -0.46 -0.45
S -3.9897 3.9287 1.6893 -0.35 -5.16 1.18
N 1.6657 0.2323 2.3128 -2.43 0.52 -1.00
C 2.1521 1.2663 1.4095 2.03 2.96 -1.79
C 2.9725 2.3781 1.9801 0.26 0.77 -2.80
C 3.5185 3.4824 1.0895 -1.31 -1.74 -0.96
C 3.2600 3.5344 -0.3756 -1.41 -2.82 2.03
C 2.4458 2.4135 -0.9270 0.89 0.53 2.37
C 1.9280 1.3133 -0.0560 0.88 1.67 0.31
C 0.6485 0.7411 3.2529 -1.93 0.44 2.75
C 0.0376 2.0817 3.2130 -1.04 -0.92 1.53
C -1.0180 2.4901 4.1881 1.05 -2.83 0.27
C -1.4777 1.5218 5.2246 1.86 -0.36 -1.90
C -0.8595 0.1675 5.2833 0.62 1.97 -1.92
C 0.1899 -0.2197 4.3003 -1.30 1.93 0.52
H -0.2394 -1.9786 -0.8302 -0.85 0.64 0.39
H -1.3397 -0.5934 -1.2955 0.37 -0.89 0.96
H -2.1486 -3.3803 -0.2331 -0.38 1.07 -0.25
H -2.7364 -2.0726 0.8655 0.62 -0.56 -1.10
H -4.2729 -2.7897 -1.2993 0.47 1.25 -0.05
H -3.1947 -1.4670 -2.0908 -0.98 -0.29 0.79
H -4.8395 -0.9870 1.1505 0.03 0.00 -0.76
H -5.9413 -0.5322 -0.7940 0.66 0.22 0.36
H -2.9894 1.1513 -0.9119 -0.80 -0.36 0.67
H -3.3352 1.2470 0.8776 -0.58 -0.31 -0.97
H -5.2127 2.2873 -1.4603 0.59 0.04 1.07
H -5.7045 2.2535 0.2864 0.93 0.05 -0.58
H -4.3803 4.5167 -0.6999 0.44 -0.91 0.62
H -2.9186 3.4068 -0.4552 -1.06 0.61 0.22
H -2.8065 4.4646 2.1195 -0.56 -0.52 -0.86
H 3.2469 2.4487 3.0654 -0.52 -0.33 -1.19
H 4.1636 4.3070 1.5082 -0.90 -1.18 -0.17
H 3.6493 4.3604 -1.0320 -0.47 -1.07 0.90
H 2.2504 2.4344 -2.0340 0.05 -0.37 1.38
H 1.3261 0.5286 -0.5745 0.70 0.73 0.63
H 0.3317 2.8234 2.4316 -0.18 -0.86 0.81
H -1.4683 3.5205 4.1342 0.62 -1.34 0.03
H -2.2931 1.8220 5.9410 1.11 -0.44 -0.85
H -1.2099 -0.5333 6.0872 0.56 0.67 -1.08
H 0.6017 -1.2673 4.3734 -0.32 1.43 -0.26
O -3.8273 6.0210 1.3323 0.52 5.36 -1.29
C -4.2739 7.0736 0.9280 0.02 -0.20 0.32
O -3.8449 8.2826 1.3524 -0.05 -0.56 -0.03
C -4.6526 9.3146 0.7633 -0.16 0.55 -0.04
C -5.2531 8.6876 -0.4756 -0.23 0.12 -0.43
C -5.3985 7.2346 -0.0634 0.14 0.29 -0.31
H -5.4133 9.6173 1.4874 0.05 -0.05 0.00
H -4.0299 10.1765 0.5257 0.11 -0.15 0.21
H -6.1890 9.1537 -0.7836 0.07 0.02 0.08
H -4.5494 8.7638 -1.3089 -0.05 0.03 0.06
H -6.3483 7.0467 0.4426 0.06 -0.15 -0.01
H -5.2747 6.5610 -0.9102 -0.14 -0.18 0.22
O -1.8466 -5.4930 2.3038 0.00 -0.21 0.39
C -0.8887 -5.8513 2.9359 -0.30 0.44 -0.32
O -0.9591 -6.3628 4.1905 -0.16 0.12 -0.41
C 0.3676 -6.5836 4.6940 0.28 -0.16 0.34
C 1.2469 -6.6890 3.4660 0.46 -0.13 -0.13
C 0.5493 -5.7611 2.4890 0.29 -0.46 0.12
H 0.6427 -5.7389 5.3314 -0.04 -0.02 -0.04
H 0.3857 -7.4955 5.2903 -0.24 0.11 0.01
H 2.2873 -6.4255 3.6573 -0.08 -0.02 0.07
H 1.2248 -7.7118 3.0800 0.01 0.06 0.07
H 0.8892 -4.7285 2.5936 -0.09 0.00 -0.13
H 0.6623 -6.1011 1.4608 -0.14 0.33 -0.04
O 0.6112 -1.7017 -3.3033 -0.64 -0.37 0.12
C 0.8838 -2.8718 -3.3503 0.77 0.54 0.31
O -0.0151 -3.8720 -3.1380 -0.17 0.50 -0.04
C 0.6641 -5.1382 -3.1595 0.08 -0.58 0.02
C 1.9365 -4.8917 -3.9413 0.33 -0.20 -0.17
C 2.2533 -3.4468 -3.6020 0.03 -0.40 -0.24
H 0.8612 -5.4456 -2.1289 -0.03 0.07 -0.02
H 0.0291 -5.8861 -3.6348 -0.17 0.19 0.12
H 2.7371 -5.5875 -3.6903 -0.11 0.00 0.01
H 1.7369 -4.9809 -5.0129 0.05 -0.01 0.07
H 2.8480 -3.3643 -2.6887 -0.05 0.12 0.00
H 2.7449 -2.9396 -4.4290 -0.04 0.21 0.25
O 8.5768 -0.9740 3.8604 0.19 0.49 0.05
C 8.1526 0.0844 3.4925 -0.09 -0.70 0.27
O 8.6343 1.2844 3.9188 0.01 -0.28 -0.09
C 7.8369 2.3427 3.3714 -0.04 0.36 -0.01
C 7.1730 1.7484 2.1476 -0.29 0.16 -0.44
C 6.9983 0.2944 2.5420 0.09 0.40 -0.35
H 7.1108 2.6581 4.1263 0.03 -0.03 0.00
H 8.4750 3.1903 3.1209 0.10 -0.13 0.20
H 6.2393 2.2435 1.8773 0.07 0.03 0.05
H 7.8500 1.8147 1.2913 -0.05 0.04 0.06
H 6.0607 0.1272 3.0769 0.04 -0.14 -0.03
H 7.0733 -0.3693 1.6827 -0.11 -0.20 0.26
O 2.3796 -2.6900 -6.5808 -0.15 -0.29 -0.57
C 1.3159 -2.8438 -7.1189 0.42 0.43 0.24
O 1.1690 -3.2359 -8.4093 0.17 0.02 0.38
C -0.2226 -3.2118 -8.7628 -0.30 -0.08 -0.33
C -0.9684 -3.3078 -7.4484 -0.42 -0.08 0.17
C -0.0328 -2.5904 -6.4935 -0.39 -0.41 -0.13
H -0.4310 -2.2784 -9.2925 0.05 -0.03 0.03
H -0.4470 -4.0492 -9.4232 0.26 0.08 -0.03
H -1.9701 -2.8793 -7.4884 0.07 -0.03 -0.09
H -1.0629 -4.3562 -7.1512 -0.01 0.06 -0.06
H -0.2187 -1.5146 -6.4725 0.12 -0.02 0.16
H -0.0843 -3.0095 -5.4905 0.07 0.32 -0.12
```
Positions in Å, forces in eV/Å.

Results of the Mulliken charge analysis, in e, for atoms 1 through 8:
1 S -0.071
2 C -0.446
3 S 0.140
4 C 0.217
5 C -0.820
6 C -0.584
7 P -0.024
8 C -0.216